This record from the OMol25 dataset describes C31H46InN2O8S2Si as an isolated structure. The level of theory is ωB97M-V/def2-TZVPD.

Element x y z (Å)
H (2.449, 1.540, 3.104)
C (1.012, -5.394, -1.695)
H (2.451, 4.856, -0.844)
C (1.912, -5.917, -0.773)
C (0.199, -4.844, 2.368)
H (5.306, 4.000, 3.221)
C (4.954, 3.747, 2.221)
H (-0.728, -6.235, -0.732)
H (5.034, 2.769, -2.587)
C (3.602, -0.559, -0.121)
H (1.841, -5.428, 3.617)
H (4.955, 1.003, -0.758)
N (-0.480, -0.175, 4.583)
C (4.479, 3.619, -2.186)
H (-1.804, -3.312, 1.399)
C (4.936, 0.175, -0.048)
C (-1.348, -6.590, 1.788)
O (-2.146, -0.860, 0.696)
N (0.063, 0.474, 2.402)
C (3.445, 1.980, 3.141)
O (2.613, 2.241, -1.562)
C (2.980, 3.402, -2.351)
C (0.944, -5.752, 3.105)
H (2.424, 5.475, -2.507)
H (2.407, -1.644, -1.556)
C (-0.089, -0.529, 3.298)
C (3.319, -1.043, -1.540)
H (3.155, 2.152, -4.101)
C (-0.791, 1.111, 4.866)
H (-1.019, -0.841, 6.488)
H (-1.100, -2.076, 5.207)
C (3.757, -5.162, -2.116)
O (-2.569, 0.176, 1.367)
H (5.106, 0.567, 0.956)
H (4.720, 3.728, -1.127)
H (3.968, -6.221, -0.262)
S (0.126, 2.165, 0.103)
C (-0.541, -1.228, 5.593)
H (1.555, 2.885, -3.884)
H (4.138, -1.664, -1.902)
H (-2.755, -4.629, 0.683)
C (-0.723, 2.100, 3.937)
O (0.215, -3.049, -0.472)
C (-0.461, -5.454, -1.439)
H (0.466, -1.567, 5.833)
H (4.823, -5.065, -2.277)
H (0.807, -4.381, -3.578)
C (3.565, -1.720, 0.863)
C (-0.605, -7.496, 2.530)
H (0.491, -3.802, 2.322)
C (2.628, 3.054, -3.789)
H (3.230, -4.184, -3.953)
H (5.612, 2.988, 1.797)
H (4.792, 4.518, -2.715)
S (-1.065, -3.821, -0.756)
H (-1.023, -5.580, -2.363)
C (0.546, -7.079, 3.183)
H (3.690, 2.224, 4.175)
C (2.596, 4.330, 2.809)
H (3.201, -0.188, -2.206)
O (-0.173, 2.629, 1.709)
C (3.520, 3.238, 2.285)
O (0.105, -1.699, 2.974)
C (-0.282, 1.708, 2.654)
O (3.144, 2.944, 0.925)
H (4.370, -2.420, 0.639)
C (3.277, -5.802, -0.982)
H (5.007, 4.639, 1.596)
H (-1.114, 1.312, 5.878)
H (2.718, 5.239, 2.219)
C (2.193, 4.617, -1.877)
H (-0.928, -8.526, 2.600)
C (-0.951, -5.257, 1.699)
H (2.913, 3.870, -4.453)
Si (2.334, 1.940, -0.017)
C (1.499, -4.775, -2.842)
H (2.838, 4.555, 3.848)
In (0.017, -0.842, 0.386)
O (2.523, 0.346, 0.277)
H (1.555, 4.019, 2.745)
H (2.616, -2.258, 0.779)
H (-2.254, -6.919, 1.291)
H (1.544, -6.425, 0.109)
C (2.864, -4.660, -3.053)
H (-1.005, 3.119, 4.144)
C (-1.744, -4.279, 0.896)
H (1.122, 4.418, -1.933)
H (5.746, -0.510, -0.294)
H (1.123, -7.787, 3.764)
H (3.685, -1.360, 1.886)
H (4.159, 1.234, 2.786)

Computed properties:
Net charge: +1
Relative energy (zero: lowest compared OMol25 entry of this formula, charge and spin) (kcal per mole): 63.8
Orbital gap (spin up / spin down) (eV): 7.1033 / 7.0784

This record from the OMol25 dataset describes a 6-piece molecular cluster, H12O6 overall. The level of theory is ωB97M-V/def2-TZVPD.

Element x y z (Å)
H (0.323, 2.015, 1.247)
H (2.652, -0.920, -0.798)
H (0.366, -1.418, 1.224)
H (-1.119, -1.595, -3.250)
O (1.117, 1.643, 1.641)
O (0.560, -2.269, 1.530)
H (3.039, -0.478, 0.597)
O (-0.924, 2.272, -0.221)
O (3.256, -0.410, -0.348)
H (-1.617, 0.362, 0.452)
O (-2.369, 0.114, -0.059)
H (0.091, -2.051, -2.371)
H (-1.540, 2.514, 0.430)
H (0.813, 1.572, 2.501)
H (-1.351, 2.137, -1.088)
O (-0.137, -1.708, -3.195)
H (-2.889, 0.846, -0.230)
H (-0.271, -2.627, 1.937)

Computed properties:
SMILES string: O.O.O.O.O.O
Relative energy (zero: lowest compared OMol25 entry of this formula, charge and spin) (kcal per mole): 56.2
Orbital gap (eV): 10.8250

This record from the OMol25 dataset describes a 7-piece molecular cluster, C53H107N5O9 overall. The level of theory is ωB97M-V/def2-TZVPD.

Element x y z (Å)
H (1.420, 8.066, 2.203)
H (1.638, -0.736, 6.165)
H (-2.988, 3.165, -3.946)
H (-4.250, -10.223, 2.639)
C (-2.205, 0.268, -6.549)
C (1.028, 3.076, 3.444)
C (5.821, -0.765, 2.388)
C (7.630, 3.536, 1.367)
H (6.753, 4.180, 1.307)
H (4.236, -2.399, 5.913)
H (-2.988, -2.093, -8.491)
H (-0.043, 4.970, 0.708)
C (-2.596, -2.859, -7.822)
N (-0.142, 5.293, 3.526)
H (7.223, -0.120, -1.413)
H (0.313, 4.266, -5.271)
H (-0.988, -0.297, -4.115)
H (6.021, -0.435, 3.407)
C (0.012, -0.019, 0.689)
H (1.678, 3.065, 4.320)
H (-0.840, -7.194, 1.499)
H (-3.944, -4.019, -4.050)
H (-1.457, 4.155, 5.479)
H (-3.500, 3.032, 0.072)
C (-2.658, -8.547, 1.070)
H (8.304, 3.928, 0.605)
C (-1.511, 3.349, 2.960)
H (-2.926, 0.308, -7.365)
H (-3.254, -8.754, 0.182)
H (8.091, 3.754, 2.330)
O (1.239, -1.612, 3.545)
H (-2.100, 0.435, 1.148)
H (7.862, -0.710, 0.053)
H (0.449, 6.459, -3.030)
N (-4.231, -6.947, 2.154)
H (-3.377, -4.447, -6.415)
H (1.223, 2.866, -3.790)
H (-2.227, -9.506, 1.359)
C (-0.357, 1.941, -2.835)
C (2.063, 5.184, 2.529)
C (-4.527, -4.876, 0.904)
C (-1.395, 2.167, -1.748)
C (7.731, 1.475, -0.045)
H (-0.958, 2.556, 5.523)
H (-6.036, -6.656, 2.487)
H (-1.939, -5.410, 3.105)
C (-3.513, -5.721, 1.601)
H (-1.279, -0.122, 2.456)
H (1.756, 5.334, -3.517)
C (0.823, 5.437, -2.963)
H (-0.974, 5.507, -4.939)
H (3.758, -0.146, 6.773)
N (5.931, 1.812, 1.558)
C (-5.548, -1.791, -6.108)
C (2.166, -0.199, 5.377)
O (-1.783, -1.839, -1.519)
C (7.399, 1.997, 1.291)
H (5.241, -1.639, 4.807)
H (3.411, 1.252, 0.911)
H (5.037, -1.498, 2.582)
H (-3.362, -4.521, 3.604)
C (-1.597, -1.756, 0.878)
C (3.776, 0.555, 1.666)
H (0.575, 6.632, 0.458)
C (1.921, 3.632, 2.355)
H (8.294, 1.597, 3.399)
H (-3.244, -6.404, -0.350)
C (-1.609, -7.349, 0.742)
C (-2.804, -4.862, 2.732)
H (-3.198, -1.391, -3.366)
H (0.032, -0.509, -5.434)
H (7.122, 2.038, -0.752)
H (-5.972, -2.247, -7.003)
H (-2.419, 5.624, -3.331)
H (-1.758, -7.739, 3.654)
C (5.695, -0.045, 0.013)
H (2.943, 3.256, 2.384)
H (-1.938, 1.269, -1.453)
C (0.886, 7.433, 2.913)
C (-3.412, 3.206, -2.943)
C (-2.892, 3.778, -0.439)
H (-5.565, -4.163, -4.621)
H (-0.893, -2.515, 1.220)
H (1.143, 5.516, -1.924)
C (-0.572, 3.548, 5.287)
C (8.369, 1.345, 2.341)
H (-0.860, 6.424, 1.321)
H (-1.444, 3.316, 1.873)
C (-1.151, -1.557, -0.520)
H (-5.233, -9.254, 1.600)
H (-4.244, -4.470, -0.067)
H (0.769, 2.058, 3.153)
C (7.216, 0.074, -0.340)
H (-0.421, -1.928, -4.527)
H (-2.353, 1.149, -5.924)
C (-0.653, 4.473, -4.810)
O (5.577, 2.516, 2.709)
H (5.163, 0.449, -0.800)
C (-3.517, -8.309, 2.336)
C (-4.258, -2.544, -5.676)
H (-1.707, 2.296, 3.164)
H (0.228, 3.753, 5.999)
C (-2.530, -6.170, 0.440)
H (-0.967, 1.734, -3.714)
O (-0.175, -0.584, -0.522)
H (5.752, 1.977, 3.484)
H (1.374, 7.397, 3.887)
H (-4.146, 3.987, -2.743)
H (-2.179, -9.298, 3.767)
C (4.236, -1.557, 5.221)
H (-2.052, 4.138, 0.155)
C (5.386, 0.417, 1.458)
H (1.711, 0.732, 5.038)
H (-5.295, -5.467, 0.405)
H (-5.254, -0.838, -6.548)
H (-2.039, -5.263, 0.088)
H (9.412, 1.411, 2.034)
H (8.126, 0.282, 2.326)
H (-3.390, 4.747, -0.423)
H (-1.416, 3.740, -5.069)
C (0.108, 5.948, 1.166)
H (-0.979, -1.689, -7.744)
H (1.345, 3.254, -2.243)
H (4.081, 0.538, 5.107)
O (-2.125, 5.731, -2.424)
C (-4.708, -9.238, 2.555)
H (-2.636, -2.058, 1.006)
O (-5.232, -6.626, 3.011)
C (0.713, 5.939, 2.474)
H (-1.357, 0.578, -7.160)
H (3.508, 1.125, 2.555)
H (-5.372, -9.063, 3.401)
N (-1.382, 4.531, -2.341)
N (-3.180, -1.655, -5.197)
C (0.547, 3.121, -2.974)
H (0.346, 1.111, -2.760)
C (2.148, -1.310, 4.320)
H (-1.137, -7.649, -0.194)
H (-0.935, 6.231, 4.852)
C (-1.494, -2.211, -6.938)
H (-3.298, -8.168, 4.502)
H (-5.235, -2.830, -3.795)
C (-2.670, -8.335, 3.627)
H (-0.708, -2.906, -6.639)
C (-0.806, -0.993, -4.934)
H (-0.851, 2.270, -0.809)
H (-3.827, 2.218, -2.747)
O (-3.549, -0.877, -4.096)
H (2.578, 5.510, 3.433)
H (-2.311, -3.713, -8.436)
H (0.846, -0.334, 1.316)
C (-2.318, 3.470, -1.894)
H (-4.963, -4.107, 1.542)
C (3.584, -0.230, 5.700)
C (-1.288, -0.256, 1.374)
H (2.669, 5.561, 1.705)
H (6.601, -1.400, 1.970)
H (3.201, -0.371, 1.646)
H (-4.480, -3.706, -7.465)
C (-3.650, -3.465, -6.802)
H (5.348, -1.076, -0.062)
H (0.015, 1.070, 0.639)
C (-0.280, 3.848, 3.773)
H (-2.436, -3.950, 2.263)
C (-0.225, 4.391, -3.281)
H (8.766, 1.545, -0.382)
H (-6.238, -1.386, -5.368)
H (-0.040, 7.970, 3.119)
C (-4.740, -3.456, -4.537)
C (-1.972, -1.147, -5.942)
O (-1.207, 6.099, 3.941)
H (-2.485, 3.752, 3.236)
O (3.339, -1.943, 4.196)
H (1.455, 3.319, 1.421)

Computed properties:
SMILES string: CC1(C)CCCC(C)(C)N1O.CC1(C)CCCC(C)(C)N1O.CC1(C)CCCC(C)(C)N1O.CC1(C)CCCC(C)(C)N1O.CC1(C)CCCC(C)(C)N1O.O=C1CCCO1.O=C1CCCO1
Relative energy (zero: lowest compared OMol25 entry of this formula, charge and spin) (kcal per mole): 142.0
Orbital gap (eV): 7.8092

This record from the OMol25 dataset describes C18H28NO4S4Se2Y as an isolated structure. The level of theory is ωB97M-V/def2-TZVPD.

Element x y z (Å)
H (2.820, -1.221, 0.836)
S (-0.597, 1.760, -1.981)
H (-3.006, -0.659, -4.810)
C (3.379, 1.814, -0.071)
H (3.273, 2.326, 0.892)
H (-2.095, -2.113, -4.366)
H (-2.000, 2.697, -3.936)
H (4.122, -0.809, 1.956)
H (-0.816, 0.079, 3.059)
S (-3.365, -0.066, 0.702)
C (-1.836, -2.997, 4.075)
C (-2.130, -1.556, 3.681)
H (2.141, 1.442, -1.538)
H (-3.299, 1.525, -4.216)
H (-2.595, -1.523, 2.693)
S (0.369, -1.978, 2.757)
H (-0.346, -0.694, 4.599)
Se (2.454, -1.113, -1.805)
H (-3.537, -1.682, -3.459)
H (5.846, -0.990, 1.250)
H (5.413, 1.356, 1.601)
C (3.377, -0.385, 1.271)
N (-1.847, 2.068, 0.925)
H (5.984, 1.450, -0.086)
H (-5.015, 2.107, -0.115)
C (-2.671, -1.274, -3.978)
Se (2.097, 0.539, 2.455)
C (-1.605, 0.803, -3.068)
H (-1.097, -3.760, 2.181)
C (-2.215, 1.655, -4.160)
C (5.494, 0.805, 0.651)
H (-1.782, 1.415, -5.135)
H (-4.527, 4.553, -0.218)
C (-4.051, 2.507, 0.160)
O (2.085, 1.750, -0.611)
C (-1.566, 3.371, 0.864)
H (-2.238, 5.340, 0.427)
H (-2.799, -1.066, 4.391)
H (4.581, 0.267, -1.906)
H (4.830, -1.210, -0.963)
H (-2.721, -3.631, 3.978)
C (-3.081, 1.576, 0.576)
C (-0.791, -0.856, 3.617)
C (-2.502, 4.295, 0.474)
C (-0.723, -3.453, 3.154)
H (-0.110, -4.242, 3.583)
H (-0.551, 3.622, 1.137)
H (4.032, 2.417, -0.727)
Y (0.161, -0.041, -0.178)
C (-3.774, 3.846, 0.106)
S (-1.199, -1.627, -1.766)
C (4.165, -0.355, -1.110)
H (-1.504, -3.032, 5.118)
O (-0.919, 1.231, 1.329)
C (4.063, 0.455, 0.182)
O (0.168, -1.842, 1.295)
C (-1.817, -0.522, -2.989)
O (6.353, -0.299, 0.805)

Computed properties:
Net charge: -2
Relative energy (zero: lowest compared OMol25 entry of this formula, charge and spin) (kcal per mole): 9.1
Orbital gap (eV): 4.8137

This record from the OMol25 dataset describes a 2-piece molecular cluster, C4H10N2OS overall. The level of theory is ωB97M-V/def2-TZVPD.

Element x y z (Å)
H (-3.379, -0.417, 1.134)
O (-1.295, -1.333, 1.397)
C (0.622, -0.845, -0.586)
C (-3.234, 0.849, -0.663)
H (-0.459, 0.885, -0.970)
H (4.173, 2.043, 0.657)
C (-1.569, -0.582, 0.473)
H (2.906, 1.115, 0.881)
C (-0.549, -0.058, -0.445)
H (-3.089, 1.886, -0.371)
H (0.840, -1.424, 0.334)
H (3.587, 1.898, 2.203)
N (-2.803, -0.072, 0.382)
N (3.769, 1.411, 1.338)
H (-2.639, 0.615, -1.544)
H (0.519, -1.646, -1.349)
S (2.120, -0.029, -1.029)
H (-4.257, 0.594, -0.948)

Computed properties:
Relative energy (zero: lowest compared OMol25 entry of this formula, charge and spin) (kcal per mole): 104.0
Orbital gap (eV): 5.3798

This record from the OMol25 dataset describes C11H20BBrFHfO4P as an isolated structure. The level of theory is ωB97M-V/def2-TZVPD.

Element x y z (Å)
H (3.980, -0.343, 1.705)
C (1.246, -2.384, 0.592)
P (-2.286, -0.916, 0.432)
O (2.091, 3.199, -2.906)
Hf (4.205, 1.544, 1.239)
H (-3.728, 1.144, 0.146)
F (1.125, -0.893, 2.671)
H (-2.620, 1.009, 3.806)
H (-3.453, 0.188, -1.463)
B (1.444, 1.901, -2.949)
C (1.250, 1.091, -1.524)
C (2.003, -1.458, 1.657)
H (-0.118, 0.390, 0.806)
C (-0.421, -0.691, -2.388)
O (1.070, 1.401, -4.237)
O (-1.105, -0.712, -3.416)
H (1.994, -3.016, -0.030)
H (1.521, 1.855, -0.699)
H (2.701, -2.165, 2.256)
H (-2.021, -1.508, 2.942)
H (2.549, 0.728, 0.958)
C (-2.070, 0.826, 2.798)
O (0.478, -1.706, -1.839)
H (-0.955, 0.878, 3.032)
H (3.354, -0.737, -0.008)
C (-0.561, -0.297, 0.007)
H (-0.696, -2.452, -0.368)
C (0.194, -1.675, -0.397)
H (2.047, 0.271, -1.513)
C (-3.680, 0.086, -0.332)
Br (-1.296, 2.215, -1.691)
H (0.651, -3.166, 1.206)
H (-2.435, 1.644, 2.089)
H (0.127, 1.611, -4.428)
C (3.009, -0.343, 1.020)
H (-4.690, -0.454, -0.233)
C (-2.491, -0.656, 2.329)
H (1.487, 3.829, -2.431)
C (-0.268, 0.514, -1.344)
H (-3.634, -0.751, 2.504)

Computed properties:
Net charge: +4
Orbital gap (eV): 3.2536

This record from the OMol25 dataset describes C21H29ClGaO8 as an isolated structure. The level of theory is ωB97M-V/def2-TZVPD.

Element x y z (Å)
H (-1.097, -3.599, 1.103)
C (0.422, 2.807, 6.508)
O (-4.443, -2.150, -7.870)
C (-0.772, -2.594, 0.549)
C (-0.402, -1.507, 1.719)
C (-0.706, 0.058, 1.337)
H (-1.720, -2.238, -0.078)
C (-3.692, -0.206, -6.752)
Ga (1.545, 2.997, -3.148)
C (-2.105, -2.028, -5.192)
H (0.548, -2.340, -2.648)
H (0.210, 1.997, 2.383)
C (1.216, 0.478, 7.122)
Cl (-0.420, 4.190, -2.785)
C (0.375, 1.357, 6.264)
H (2.950, -2.049, -1.790)
H (3.012, -0.227, -3.335)
O (1.148, -0.886, 6.904)
O (-0.329, 0.863, 5.390)
C (2.486, 0.119, -2.324)
H (2.798, 3.654, -2.373)
H (1.517, -3.149, 0.166)
C (-3.739, -1.656, -6.996)
C (1.212, 3.314, 7.457)
H (-0.199, -1.097, -1.406)
H (1.383, 0.958, 1.181)
H (1.904, 4.791, 8.425)
H (0.508, -1.001, 6.169)
H (2.488, -1.021, -0.277)
H (0.553, 1.050, -1.536)
O (2.803, 2.933, 9.148)
H (2.627, 0.357, 8.698)
C (0.681, -1.846, -1.589)
H (-4.321, 0.421, -7.371)
O (1.260, 4.676, 7.693)
C (-2.902, 0.301, -5.804)
C (1.148, 1.051, -2.569)
H (-0.690, 0.307, 0.194)
C (0.545, 0.940, 2.007)
C (2.184, -1.216, -1.413)
H (1.955, 3.017, -4.720)
H (-2.210, 1.778, -4.835)
C (2.009, 0.985, 8.068)
H (3.332, 0.726, -1.740)
H (-1.487, -2.656, -4.562)
C (2.074, 2.437, 8.296)
H (-0.987, -1.733, 2.733)
H (-0.207, 3.434, 5.889)
O (-2.966, -3.899, -6.356)
H (-3.606, -4.014, -7.092)
H (0.975, 0.341, 2.928)
O (-1.311, -0.080, -4.113)
H (0.770, -1.594, 1.919)
H (-1.704, 0.488, 1.826)
H (0.462, 0.443, -3.326)
C (-2.041, -0.576, -4.964)
H (0.198, -4.007, -1.000)
O (-2.855, 1.663, -5.567)
C (0.508, -3.022, -0.411)
C (-2.898, -2.536, -6.138)

Computed properties:
Net charge: -1
Orbital gap (eV): 4.6755

This record from the OMol25 dataset describes C5H6CuNO3 as an isolated structure. The level of theory is ωB97M-V/def2-TZVPD.

Element x y z (Å)
H (-1.721, -1.696, 0.243)
C (1.320, -1.587, -0.760)
O (0.767, 1.916, 0.194)
C (-0.825, -1.331, -0.236)
C (0.827, -0.524, -1.470)
Cu (-2.846, 1.443, 2.617)
C (-0.507, -0.330, -1.088)
N (0.265, -2.143, -0.091)
H (1.403, 0.140, -2.098)
H (0.278, -2.973, 0.484)
O (0.331, 3.510, 1.663)
H (2.277, -2.086, -0.728)
C (0.042, 2.421, 1.159)
O (-0.818, 1.664, 1.592)
H (-1.149, 0.482, -1.395)
H (0.357, 1.095, -0.087)

Computed properties:
Multiplicity: 3
Net charge: +2
Orbital gap (spin up / spin down) (eV): 10.0117 / 7.4688

Values for largest force on an atom, eV/A, ordered as above
0.68 3.51 4.24 1.95 1.72 5.70 2.90 4.11